#1
{
  "formula": "C2H8OS",
  "method": "wB97M-V/def2-TZVPD",
  "symbols": ["S", "O", "C", "C", "H", "H", "H", "H", "H", "H", "H", "H"],
  "xyz": [[-0.817, -0.438, -1.184], [1.809, 0.861, 0.676], [-1.797, 0.450, 0.086], [1.702, -0.400, 1.441], [1.471, 0.600, -0.175], [1.272, -1.167, 0.812], [0.971, -0.133, 2.203], [-2.502, -0.086, 0.706], [-2.277, 1.251, -0.471], [-1.065, 0.945, 0.721], [-1.859, -1.137, -1.680], [2.665, -0.568, 1.908]],
  "nbo_charge": [-0.0805, -0.7353, -0.7265, -0.2678, 0.4619, 0.1869, 0.1694, 0.2232, 0.2173, 0.2329, 0.1342, 0.1844],
  "homo_ev": -9.4,
  "smiles": "CO.CS",
  "homo_lumo_gap_ev": 10.10
}

***

#2
{
  "formula": "C2H8OS",
  "method": "wB97M-V/def2-TZVPD",
  "symbols": ["S", "O", "C", "C", "H", "H", "H", "H", "H", "H", "H", "H"],
  "xyz": [[-2.364, 0.025, -1.057], [1.843, 1.125, 1.281], [2.039, 0.987, -0.113], [-1.889, -1.432, 0.010], [2.237, -0.061, -0.377], [-1.384, 0.775, -0.575], [-2.682, -2.165, 0.061], [1.162, 1.338, -0.669], [1.006, 0.699, 1.480], [-1.837, -1.076, 1.030], [-1.019, -1.749, -0.553], [2.888, 1.535, -0.518]],
  "nbo_charge": [-0.0689, -0.7139, -0.2505, -0.7118, 0.1592, 0.1064, 0.2266, 0.1572, 0.4621, 0.2195, 0.2278, 0.1863],
  "homo_ev": -9.2,
  "smiles": "CO.CS",
  "homo_lumo_gap_ev": 9.84
}

***

Top of the stability list: #1, leading by 0.0044 hartree.

***

#1
{
  "formula": "C3H8N3O",
  "method": "wB97M-V/def2-TZVPD",
  "symbols": ["O", "N", "N", "N", "C", "C", "C", "H", "H", "H", "H", "H", "H", "H", "H"],
  "xyz": [[0.483, 0.452, 2.909], [-0.627, 0.566, 2.636], [1.235, 0.172, -0.936], [0.417, 1.151, -0.467], [0.623, -1.114, -0.667], [-0.862, -0.758, -0.499], [-0.802, 0.693, -0.027], [-1.382, -0.812, -1.455], [-1.373, -1.413, 0.201], [1.038, -1.571, 0.240], [0.698, 2.119, -0.543], [-1.650, 1.327, -0.281], [-0.835, 0.684, 1.184], [2.231, 0.289, -0.790], [0.806, -1.785, -1.506]],
  "nbo_charge": [-0.1166, 0.2688, -0.2991, -0.2104, -0.2514, -0.4204, -0.2655, 0.2440, 0.2500, 0.2153, 0.4388, 0.2575, 0.2218, 0.4184, 0.2490],
  "homo_ev": [-13.7, -12.8],
  "homo_lumo_gap_ev": [9.11, 7.23],
  "total_charge": 1
}

***

#2
{
  "formula": "C3H8N3O",
  "method": "wB97M-V/def2-TZVPD",
  "symbols": ["O", "N", "N", "N", "C", "C", "C", "H", "H", "H", "H", "H", "H", "H", "H"],
  "xyz": [[-0.282, -2.345, 1.251], [-0.417, -1.266, -0.813], [-0.136, 0.975, 0.041], [1.231, 1.221, 0.195], [-0.483, -1.457, 0.501], [-0.623, 0.085, 1.060], [-0.505, 0.074, -1.229], [-1.706, 0.354, 1.125], [0.195, 0.438, -2.038], [1.728, 1.426, -0.635], [1.353, 1.836, 1.028], [1.819, 0.367, 0.315], [-0.193, 0.158, 2.064], [-1.551, 0.209, -1.440], [-0.429, -2.074, -1.426]],
  "nbo_charge": [-0.5173, -0.6601, -0.2348, -0.5173, 0.6730, -0.4059, -0.0474, 0.2583, 0.2114, 0.4429, 0.4675, 0.4073, 0.2433, 0.2307, 0.4482],
  "homo_ev": -13.7,
  "smiles": "[NH3+]N1CNC(=O)C1",
  "homo_lumo_gap_ev": 9.66,
  "total_charge": 1
}

***

Top of the stability list: #2, leading by 0.0793 hartree.